Entry from the OMol25 dataset: a structure of composition C2H5NO2P in a non-equilibrium geometry (the ωB97M-V functional and the def2-TZVPD basis).

Geometry (Å):
O 0.0924 -2.0231 -0.5987
H -2.9577 0.2449 -0.0215
H 1.6909 -1.0233 -0.2197
N -1.5364 -1.6886 -0.0102
P -1.8614 -0.2651 -1.0108
C 0.6351 -0.8681 0.0493
C 0.0080 0.4593 -0.3970
O -2.2078 -2.7083 -0.0540
H -0.1692 1.0601 0.4905
H 0.8463 -1.1232 1.1159
H 0.6049 0.8325 -1.2508

The calculation puts the energy relative to the best compared isomer or geometry (same formula, charge and spin) at 681.9 kJ/mol. Its spin multiplicity is 1. Its net charge is -1.